Version one
{"formula": "C3H10NO2P", "method": "ωB97M-V/def2-TZVPD", "homo_lumo_gap_ev": [8.5, 8.4], "species": ["C", "C", "C", "N", "O", "O", "P", "H", "H", "H", "H", "H", "H", "H", "H", "H", "H"], "xyz": [[-1.87, 0.08, -0.89], [1.07, -2.02, 0.38], [0.21, 1.75, 1.26], [-0.56, 0.64, -1.17], [2.84, 0.55, -1.19], [0.46, -0.82, 0.84], [0.65, 0.53, -0.02], [-2.57, 0.43, -1.65], [-1.89, -1.01, -0.87], [-2.21, 0.44, 0.08], [0.30, -2.72, 0.05], [1.62, -2.46, 1.21], [1.76, -1.80, -0.44], [-0.82, 2.07, 1.12], [0.35, 1.30, 2.23], [0.86, 2.61, 1.15], [-0.22, 0.43, -2.10]], "lowdin_charge": [-0.15, -0.13, -0.18, -0.24, -0.45, -0.37, 0.86, 0.08, 0.07, 0.07, 0.08, 0.09, 0.06, 0.04, 0.05, 0.04, 0.08]}


Version two
{"formula": "C3H10NO2P", "method": "ωB97M-V/def2-TZVPD", "homo_lumo_gap_ev": [7.3, 7.2], "species": ["C", "C", "C", "N", "O", "O", "P", "H", "H", "H", "H", "H", "H", "H", "H", "H", "H"], "xyz": [[0.60, 1.42, 1.26], [0.69, -1.01, -1.50], [-0.37, 0.40, 0.82], [-1.55, 0.87, 0.31], [-1.74, -1.95, 1.35], [0.66, -1.93, 2.00], [-0.48, -1.03, 1.88], [0.05, 2.30, 1.87], [1.15, 1.82, 0.48], [1.29, 0.87, 1.82], [0.66, -2.04, -1.89], [1.43, -1.05, -0.68], [0.77, -0.15, -2.15], [-1.55, 1.69, -0.21], [-1.32, -2.36, 0.57], [-2.37, 0.25, 0.45], [-0.33, -1.02, -1.07]], "lowdin_charge": [-0.10, -0.05, -0.50, 0.08, -0.24, -0.39, 0.62, 0.14, 0.06, 0.05, 0.03, 0.04, 0.03, 0.09, 0.05, 0.11, -0.01]}


Version three
{"formula": "C3H10NO2P", "method": "ωB97M-V/def2-TZVPD", "homo_lumo_gap_ev": 9.8, "species": ["C", "C", "C", "N", "O", "O", "P", "H", "H", "H", "H", "H", "H", "H", "H", "H", "H"], "xyz": [[-1.55, 0.37, -0.40], [0.65, -0.53, -1.08], [-0.11, 0.25, -0.09], [0.24, -0.73, 1.52], [2.40, 0.94, 0.73], [0.48, 1.94, 2.08], [0.88, 1.59, 0.74], [-2.36, 0.04, 0.27], [-1.73, -0.14, -1.38], [-1.74, 1.54, -0.37], [1.69, -0.53, -0.99], [0.44, -0.13, -2.10], [0.08, -1.55, -1.18], [0.12, -1.72, 1.53], [2.82, 1.20, 1.50], [-0.36, -0.39, 2.32], [1.05, 2.74, -0.09]], "lowdin_charge": [-0.10, -0.13, -0.50, -0.01, -0.19, -0.34, 0.58, 0.08, 0.08, 0.12, 0.05, 0.10, 0.13, 0.01, 0.02, 0.05, 0.05]}


version three is preferred energetically. Next in line: 0.134 eV higher.


Version one
{"formula": "CH3N2PS", "method": "ωB97M-V/def2-TZVPD", "smiles": "N#C[P@H](N)=S", "homo_lumo_gap_ev": 8.6, "species": ["N", "C", "P", "N", "S", "H", "H", "H"], "xyz": [[-3.65, -1.27, -0.68], [-2.90, -0.46, -0.48], [-1.16, 0.04, -0.85], [0.25, 0.06, 0.26], [-1.74, 2.01, -0.99], [-0.49, -0.78, -1.54], [0.82, -0.73, 0.44], [0.48, 0.79, 0.99]], "lowdin_charge": [0.09, -0.47, 0.42, -0.19, 0.12, -0.05, 0.01, 0.07]}


Version two
{"formula": "CH3N2PS", "method": "ωB97M-V/def2-TZVPD", "homo_lumo_gap_ev": [7.3, 7.3], "species": ["C", "N", "N", "P", "S", "H", "H", "H"], "xyz": [[1.52, 0.49, 0.15], [0.78, 1.39, 0.05], [-1.17, 0.07, -0.52], [-0.85, -1.42, -0.10], [2.44, -0.75, 0.49], [-1.97, 0.44, -1.17], [-0.38, 0.92, -0.03], [-0.38, -1.14, 1.14]], "lowdin_charge": [-1.01, 0.03, -0.38, 0.85, 0.58, 0.10, -0.02, -0.15]}


version one is preferred energetically. Next in line: 0.182 eV higher.


Version one
{"formula": "C3H10NO2S", "method": "ωB97M-V/def2-TZVPD", "total_charge": -1, "homo_lumo_gap_ev": 5.4, "species": ["C", "C", "S", "N", "C", "O", "H", "H", "H", "H", "H", "H", "H", "H", "H", "H", "O"], "xyz": [[-0.94, -0.66, 0.34], [-2.02, -0.06, -0.50], [-3.37, 0.59, 0.60], [0.25, -0.78, -0.52], [1.59, -0.90, 0.18], [2.11, 0.09, 0.88], [-0.67, 0.19, 1.13], [-1.13, -1.58, 0.90], [-2.25, -0.95, -1.15], [-1.58, 0.75, -0.97], [-0.34, 0.42, 1.98], [0.33, 0.24, -0.83], [1.63, -1.89, 0.74], [2.20, -1.32, -0.69], [0.88, 1.93, -1.29], [1.78, 1.56, -0.09], [1.52, 2.37, -0.72]], "lowdin_charge": [-0.33, -0.71, 0.14, -0.02, -0.54, -0.26, 0.03, 0.13, 0.10, 0.01, 0.31, 0.09, 0.10, 0.09, -0.01, 0.03, -0.15]}


Version two
{"formula": "C3H10NO2S", "method": "ωB97M-V/def2-TZVPD", "total_charge": -1, "homo_lumo_gap_ev": 6.8, "species": ["C", "O", "C", "C", "S", "N", "H", "H", "H", "H", "H", "H", "H", "H", "H", "H", "O"], "xyz": [[-0.80, -1.23, -0.36], [-1.30, -1.69, 0.78], [0.35, -0.20, 0.02], [1.22, 0.45, -1.11], [1.87, 2.09, -0.78], [1.25, -0.76, 0.97], [-0.25, -2.04, -1.03], [-1.50, -0.53, -0.89], [-0.23, 0.73, 0.44], [0.60, 0.44, -2.05], [2.09, -0.23, -1.11], [1.01, 2.36, 0.24], [0.69, -1.34, 1.52], [1.72, -0.13, 1.59], [-2.84, -1.15, 0.84], [-3.94, -0.51, 1.79], [-3.79, -0.79, 0.85]], "lowdin_charge": [-0.45, -0.31, -0.50, -0.59, 0.62, 0.02, 0.12, 0.10, 0.12, 0.08, 0.05, -0.15, 0.03, 0.06, -0.03, 0.03, -0.18]}


version two is preferred energetically. Next in line: 4.456 eV higher.


Version one
{"formula": "C4H7N3O2S", "method": "ωB97M-V/def2-TZVPD", "homo_lumo_gap_ev": 8.8, "species": ["C", "C", "C", "C", "N", "N", "N", "O", "O", "S", "H", "H", "H", "H", "H", "H", "H"], "xyz": [[0.61, -1.47, -0.57], [0.54, -0.06, -1.12], [-1.47, -1.03, 0.45], [0.26, 2.26, -0.64], [-0.48, -1.92, 0.15], [0.22, 0.88, -0.18], [-0.51, 0.58, 1.00], [1.59, -2.26, -0.64], [0.99, 0.29, -2.21], [0.36, 0.23, 2.41], [-1.95, -0.75, -0.45], [-2.20, -1.21, 1.21], [1.22, 2.27, -1.17], [-0.70, 2.68, -1.08], [0.51, 2.92, 0.27], [-0.35, -2.77, 0.69], [1.38, -0.62, 1.87]], "lowdin_charge": [-0.34, -0.37, -0.05, -0.04, 0.03, -0.21, -0.45, 0.07, 0.08, 0.71, 0.10, 0.10, 0.09, 0.12, 0.11, 0.16, -0.09]}


Version two
{"formula": "C4H7N3O2S", "method": "ωB97M-V/def2-TZVPD", "smiles": "CN1C(=O)C(=O)NCN1S", "homo_lumo_gap_ev": 9.8, "species": ["C", "N", "C", "O", "C", "O", "N", "C", "N", "S", "H", "H", "H", "H", "H", "H", "H"], "xyz": [[0.01, 2.20, -0.51], [0.15, 0.75, -0.39], [0.16, -0.16, -1.40], [0.08, 0.11, -2.58], [0.26, -1.67, -1.12], [0.78, -2.45, -1.86], [-0.28, -1.97, 0.11], [-0.86, -0.93, 0.94], [0.04, 0.29, 0.93], [1.45, 0.04, 1.86], [0.26, 2.47, -1.65], [-1.03, 2.30, -0.24], [0.81, 2.61, 0.13], [-0.41, -2.78, 0.65], [-1.86, -0.77, 0.48], [-1.11, -1.22, 2.05], [1.55, 1.19, 2.60]], "lowdin_charge": [0.00, -0.18, -0.37, 0.10, -0.39, 0.12, 0.08, -0.22, -0.49, 0.78, 0.14, 0.09, 0.08, 0.12, 0.13, 0.15, -0.14]}


version two is preferred energetically. Next in line: 1.062 eV higher.


Version one
{"formula": "C5H12Si", "method": "ωB97M-V/def2-TZVPD", "homo_lumo_gap_ev": 7.8, "species": ["C", "C", "C", "C", "C", "Si", "H", "H", "H", "H", "H", "H", "H", "H", "H", "H", "H", "H"], "xyz": [[1.60, 0.36, 1.01], [0.42, 0.30, 0.42], [-0.62, 1.45, 0.65], [0.10, -0.16, -2.11], [-0.04, -0.65, -0.63], [-0.20, -1.68, 2.36], [2.35, -0.39, 0.85], [1.91, 1.21, 1.59], [-1.11, 1.22, 1.65], [-1.25, 1.47, -0.19], [0.00, 2.44, 0.86], [1.13, 0.02, -2.50], [-0.47, 0.80, -2.23], [-0.10, -0.99, -2.81], [0.70, -1.36, -0.55], [-0.96, -1.07, -0.32], [1.10, -2.21, 3.06], [-0.34, -2.73, 1.47]], "lowdin_charge": [-0.01, -0.51, -0.06, -0.07, -0.28, 0.65, 0.07, 0.07, 0.07, 0.03, 0.12, 0.08, 0.08, 0.07, 0.07, 0.08, -0.20, -0.26]}


Version two
{"formula": "C5H12Si", "method": "ωB97M-V/def2-TZVPD", "smiles": "CC[Si]1(C)CC1", "homo_lumo_gap_ev": 9.7, "species": ["C", "C", "Si", "C", "C", "C", "H", "H", "H", "H", "H", "H", "H", "H", "H", "H", "H", "H"], "xyz": [[-0.09, -1.82, -1.86], [0.77, -0.85, -0.99], [0.17, 0.25, 0.41], [-0.84, -0.68, 1.72], [0.96, 1.94, 0.81], [-0.55, 2.01, 0.17], [-0.65, -2.46, -1.09], [-0.85, -1.20, -2.42], [0.43, -2.54, -2.51], [1.39, -0.08, -1.62], [1.59, -1.32, -0.59], [-1.85, -0.86, 1.38], [-0.46, -1.70, 2.01], [-0.76, -0.23, 2.76], [1.66, 2.36, 0.21], [1.15, 2.27, 1.73], [-1.34, 2.40, 0.73], [-0.74, 2.51, -0.83]], "lowdin_charge": [-0.15, -0.34, 0.65, -0.21, -0.21, -0.23, 0.08, 0.08, 0.06, 0.10, 0.01, 0.01, 0.03, 0.04, 0.01, 0.00, 0.01, 0.06]}


version two is preferred energetically. Next in line: 2.218 eV higher.


Version one
{"formula": "C5H12Si", "method": "ωB97M-V/def2-TZVPD", "homo_lumo_gap_ev": 8.9, "species": ["C", "C", "C", "C", "C", "Si", "H", "H", "H", "H", "H", "H", "H", "H", "H", "H", "H", "H"], "xyz": [[-0.44, -0.73, 0.01], [-1.50, 0.02, -0.09], [-2.76, -0.84, -0.07], [-1.58, 1.56, -0.05], [3.44, -0.87, -0.01], [1.95, 0.45, -0.03], [-0.34, -1.74, -0.01], [-3.20, -0.79, 1.03], [-3.50, -0.32, -0.78], [-2.64, -1.87, -0.50], [-1.66, 1.96, -1.01], [-0.73, 1.78, 0.63], [-2.44, 1.75, 0.58], [4.33, -0.37, 0.07], [3.40, -1.47, 0.91], [3.35, -1.39, -0.87], [1.73, 1.28, 1.10], [1.88, 1.10, -1.28]], "lowdin_charge": [-0.04, -0.49, -0.11, -0.06, -0.25, 0.79, -0.02, 0.11, 0.08, 0.08, 0.06, 0.06, 0.07, -0.04, 0.03, -0.03, -0.12, -0.12]}


Version two
{"formula": "C5H12Si", "method": "ωB97M-V/def2-TZVPD", "smiles": "C=C[SiH2]C(C)C", "homo_lumo_gap_ev": 10.5, "species": ["C", "C", "Si", "C", "C", "C", "H", "H", "H", "H", "H", "H", "H", "H", "H", "H", "H", "H"], "xyz": [[-2.78, 0.56, 0.72], [-1.69, -0.10, 0.37], [-0.68, -0.27, -1.21], [1.05, -0.40, -0.44], [1.11, -0.59, 1.01], [1.80, 0.77, -0.73], [-2.90, 0.50, 1.79], [-3.48, 1.04, 0.00], [-1.40, -0.80, 1.26], [-0.90, -1.61, -1.73], [-0.99, 0.86, -2.16], [1.27, -1.38, -1.10], [1.14, -1.71, 1.27], [0.30, -0.23, 1.63], [2.13, -0.25, 1.30], [1.54, 1.60, 0.09], [2.83, 0.62, -0.49], [1.63, 1.38, -1.58]], "lowdin_charge": [-0.09, -0.34, 0.68, -0.62, -0.18, -0.21, 0.04, 0.06, 0.09, -0.05, -0.02, 0.13, 0.11, 0.04, 0.09, 0.14, 0.07, 0.05]}


version two is preferred energetically. Next in line: 1.032 eV higher.


Version one
{"formula": "C20H21N3O2", "method": "ωB97M-V/def2-TZVPD", "smiles": "CCCc1c(C(=O)Nc2ccc(OC)cc2)cnn1-c1ccccc1", "homo_lumo_gap_ev": 8.8, "species": ["C", "C", "C", "C", "C", "C", "O", "N", "C", "C", "C", "C", "O", "C", "C", "C", "C", "N", "N", "C", "C", "C", "C", "C", "C", "H", "H", "H", "H", "H", "H", "H", "H", "H", "H", "H", "H", "H", "H", "H", "H", "H", "H", "H", "H", "H"], "xyz": [[3.62, 2.27, -0.64], [2.69, 2.79, 0.45], [1.95, 1.65, 1.18], [1.08, 0.90, 0.23], [-0.16, 1.26, -0.29], [-0.93, 2.47, 0.01], [-0.41, 3.55, 0.24], [-2.29, 2.37, -0.05], [-3.10, 1.23, -0.05], [-4.30, 1.25, -0.76], [-5.13, 0.15, -0.77], [-4.78, -1.01, -0.07], [-5.66, -2.05, -0.15], [-5.36, -3.24, 0.52], [-3.60, -1.02, 0.67], [-2.78, 0.09, 0.68], [-0.45, 0.26, -1.24], [0.51, -0.63, -1.29], [1.43, -0.25, -0.39], [2.58, -1.04, -0.21], [3.31, -1.42, -1.33], [4.44, -2.20, -1.18], [4.84, -2.60, 0.09], [4.10, -2.24, 1.20], [2.96, -1.47, 1.06], [4.33, 1.55, -0.23], [3.06, 1.78, -1.43], [4.18, 3.09, -1.08], [1.95, 3.46, 0.02], [3.27, 3.34, 1.19], [2.68, 0.99, 1.64], [1.32, 2.09, 1.95], [-2.77, 3.26, -0.04], [-4.58, 2.13, -1.31], [-6.05, 0.15, -1.32], [-6.18, -3.92, 0.30], [-5.31, -3.09, 1.61], [-4.42, -3.68, 0.17], [-3.31, -1.89, 1.24], [-1.88, 0.08, 1.27], [-1.31, 0.17, -1.88], [2.97, -1.11, -2.30], [5.01, -2.50, -2.04], [5.73, -3.21, 0.21], [4.40, -2.57, 2.18], [2.36, -1.22, 1.92]], "lowdin_charge": [-0.10, -0.23, -0.12, -0.15, -0.09, -0.42, 0.07, 0.13, -0.27, -0.02, 0.00, -0.28, -0.09, -0.09, -0.01, -0.02, -0.09, 0.11, -0.05, -0.21, -0.02, -0.07, -0.09, -0.08, -0.02, 0.07, 0.07, 0.07, 0.10, 0.11, 0.10, 0.12, 0.16, 0.11, 0.12, 0.09, 0.09, 0.10, 0.10, 0.12, 0.12, 0.11, 0.10, 0.10, 0.10, 0.12]}


Version two
{"formula": "C20H21N3O2", "method": "ωB97M-V/def2-TZVPD", "smiles": "CCCNC(=O)CCn1nc(-c2ccccc2)c2ccccc2c1=O", "homo_lumo_gap_ev": 8.6, "species": ["C", "C", "C", "N", "C", "O", "C", "C", "N", "N", "C", "C", "C", "C", "C", "C", "C", "C", "C", "C", "C", "C", "C", "C", "O", "H", "H", "H", "H", "H", "H", "H", "H", "H", "H", "H", "H", "H", "H", "H", "H", "H", "H", "H", "H", "H"], "xyz": [[-2.16, -1.16, -3.17], [-1.77, -0.46, -1.88], [-2.13, 1.03, -1.93], [-1.76, 1.70, -0.70], [-2.67, 2.12, 0.21], [-3.86, 2.12, 0.01], [-2.04, 2.60, 1.51], [-1.85, 1.42, 2.47], [-0.98, 0.40, 1.90], [0.20, 0.83, 1.46], [1.05, 0.03, 0.91], [2.34, 0.62, 0.52], [2.37, 1.83, -0.18], [3.58, 2.39, -0.54], [4.77, 1.76, -0.20], [4.74, 0.58, 0.51], [3.53, 0.01, 0.87], [0.73, -1.36, 0.68], [1.54, -2.23, -0.06], [1.14, -3.54, -0.26], [-0.07, -4.00, 0.26], [-0.89, -3.15, 0.96], [-0.50, -1.82, 1.17], [-1.42, -0.91, 1.86], [-2.48, -1.24, 2.35], [-1.90, -2.22, -3.12], [-1.65, -0.72, -4.02], [-3.23, -1.09, -3.33], [-2.28, -0.92, -1.04], [-0.69, -0.56, -1.72], [-1.62, 1.51, -2.77], [-3.21, 1.16, -2.04], [-0.79, 1.68, -0.44], [-2.72, 3.31, 1.98], [-1.08, 3.08, 1.32], [-2.80, 0.94, 2.68], [-1.40, 1.78, 3.41], [1.45, 2.32, -0.44], [3.60, 3.32, -1.09], [5.71, 2.20, -0.48], [5.67, 0.09, 0.79], [3.52, -0.90, 1.45], [2.46, -1.88, -0.49], [1.77, -4.20, -0.83], [-0.36, -5.03, 0.10], [-1.84, -3.47, 1.36]], "lowdin_charge": [-0.10, -0.24, -0.18, 0.07, -0.50, 0.07, -0.08, -0.11, -0.05, 0.16, -0.18, -0.17, -0.02, -0.07, -0.08, -0.08, -0.04, -0.10, -0.02, -0.06, -0.06, 0.00, -0.07, -0.37, 0.07, 0.07, 0.07, 0.08, 0.11, 0.10, 0.12, 0.12, 0.10, 0.12, 0.11, 0.13, 0.13, 0.10, 0.10, 0.10, 0.10, 0.12, 0.11, 0.11, 0.11, 0.12]}


version two is preferred energetically. Next in line: 1.041 eV higher.


Version one
{"formula": "C5H7NOS", "method": "ωB97M-V/def2-TZVPD", "smiles": "S=C1NC[C@@H]2C[C@H]2O1", "homo_lumo_gap_ev": 9.2, "species": ["S", "C", "N", "C", "C", "C", "C", "O", "H", "H", "H", "H", "H", "H", "H"], "xyz": [[1.76, 0.79, -1.67], [0.57, 0.30, -0.69], [-0.15, -0.86, -0.88], [-1.05, -1.61, 0.03], [-0.78, -0.88, 1.33], [-1.36, 0.08, 2.31], [-0.96, 0.54, 0.99], [0.22, 1.06, 0.41], [0.15, -1.33, -1.69], [-0.69, -2.64, 0.02], [-2.11, -1.56, -0.23], [0.26, -1.09, 1.62], [-0.78, 0.21, 3.24], [-2.42, 0.14, 2.53], [-1.78, 0.67, 0.33]], "lowdin_charge": [0.67, -0.90, 0.02, -0.12, -0.22, -0.01, -0.29, -0.04, 0.09, 0.12, 0.12, 0.16, 0.13, 0.11, 0.15]}


Version two
{"formula": "C5H7NOS", "method": "ωB97M-V/def2-TZVPD", "smiles": "SCCc1ccno1", "homo_lumo_gap_ev": 10.1, "species": ["S", "C", "C", "C", "C", "C", "N", "O", "H", "H", "H", "H", "H", "H", "H"], "xyz": [[-3.43, -0.40, 0.00], [-1.66, -0.55, -0.37], [-0.76, 0.22, 0.60], [0.69, 0.02, 0.27], [1.69, 0.87, -0.08], [2.80, -0.02, -0.24], [2.49, -1.25, -0.01], [1.15, -1.23, 0.33], [-3.55, 0.91, -0.27], [-1.45, -1.65, -0.32], [-1.46, -0.24, -1.41], [-0.94, -0.13, 1.62], [-1.03, 1.27, 0.62], [1.62, 1.98, -0.23], [3.83, 0.21, -0.51]], "lowdin_charge": [0.70, -0.58, -0.20, -0.32, -0.01, -0.16, 0.07, -0.01, -0.15, 0.09, 0.08, 0.12, 0.11, 0.13, 0.12]}


version two is preferred energetically. Next in line: 1.067 eV higher.